No. 1
Here is a cluster of 5 separate species, C16H46IO16P5 in total from the Open Molecules 2025 dataset. Energies are from ωB97M-V/def2-TZVPD.

XYZ file:
```
84
Properties=species:S:1:pos:R:3:forces:R:3
C -5.706661 -0.581379 0.856696 -0.072 0.025 -0.032
O -4.683670 0.389116 1.123208 -0.033 -0.137 0.045
P -3.248086 0.231657 0.477766 -0.003 0.205 0.044
O -3.195441 -0.594868 -0.730122 -0.030 -0.221 -0.110
O -2.290874 -0.258366 1.646123 -0.006 0.000 0.126
C -2.583868 -1.492637 2.305977 0.044 -0.086 0.003
O -2.830975 1.735640 0.330262 0.025 0.010 -0.020
C -1.540351 2.003964 -0.249219 0.198 0.053 -0.161
H -6.566407 -0.063857 0.437218 0.001 0.029 0.013
H -5.361724 -1.334122 0.150303 0.035 0.025 -0.020
H -5.988701 -1.051578 1.797306 0.012 0.011 0.012
H -2.934711 -2.248321 1.600567 0.019 0.025 -0.037
H -3.335886 -1.328082 3.078472 -0.021 0.009 -0.013
H -1.666419 -1.840996 2.771696 0.018 0.028 0.020
H -1.661310 2.799055 -0.980892 -0.025 0.012 0.060
H -1.145084 1.116086 -0.743942 0.001 -0.018 -0.017
H -0.851474 2.330281 0.526481 -0.098 -0.003 0.021
C 0.737453 4.470968 2.621611 0.072 -0.060 0.045
O -0.159271 4.531151 1.500417 0.012 0.080 0.129
P -0.221657 5.826026 0.593972 -0.111 -0.079 -0.027
O 0.964069 6.679645 0.634334 0.126 0.130 0.114
O -1.575792 6.564638 0.979522 -0.075 -0.075 0.020
C -1.756739 6.992173 2.331854 0.032 0.081 0.021
O -0.595939 5.173921 -0.783523 0.010 0.048 -0.159
C -0.730798 6.007941 -1.947540 -0.031 -0.042 -0.089
H 1.384344 3.606169 2.494448 -0.019 -0.024 -0.014
H 1.347999 5.369600 2.685441 -0.005 0.013 -0.052
H 0.146485 4.352123 3.527929 -0.018 -0.007 -0.016
H -0.832178 7.399460 2.745055 0.012 0.006 -0.029
H -2.101591 6.155840 2.940620 0.016 -0.017 -0.008
H -2.513017 7.771586 2.325618 -0.022 -0.005 -0.017
H -0.236260 5.490508 -2.763837 0.001 -0.013 -0.047
H -0.269672 6.984472 -1.806026 0.044 -0.027 0.099
H -1.788357 6.126057 -2.175634 -0.011 0.001 0.034
C 5.371886 -5.111592 -5.528078 0.081 0.030 -0.026
O 4.296064 -4.229069 -5.175248 0.001 -0.130 -0.031
P 3.650995 -4.295432 -3.732198 -0.063 0.105 -0.121
O 4.493133 -4.893955 -2.697780 0.103 -0.186 0.088
O 2.240693 -5.007659 -3.919855 -0.062 0.022 -0.100
C 2.213864 -6.334158 -4.451306 0.010 -0.060 0.072
O 3.228469 -2.796925 -3.544846 -0.037 0.117 0.119
C 2.604801 -2.406700 -2.305798 -0.059 0.034 0.048
H 6.218038 -4.506897 -5.845954 -0.014 0.026 -0.013
H 5.669719 -5.727667 -4.681776 -0.018 0.027 0.035
H 5.044155 -5.740874 -6.353861 -0.020 0.010 -0.001
H 3.027338 -6.939116 -4.046601 0.003 0.018 0.024
H 2.281019 -6.298503 -5.539165 0.020 0.013 -0.002
H 1.266455 -6.779297 -4.161685 -0.022 0.016 -0.003
H 3.040178 -1.460680 -1.999638 0.012 0.019 -0.039
H 2.765282 -3.151733 -1.527277 0.056 -0.036 -0.033
H 1.538607 -2.271065 -2.474709 -0.009 -0.022 -0.016
C 1.999730 -2.765955 4.431427 0.007 0.012 -0.085
O 0.728859 -2.884568 5.093137 0.112 -0.022 0.016
P 0.327596 -1.867449 6.235140 -0.115 -0.118 -0.080
O 1.012753 -0.577046 6.197985 0.212 0.121 0.039
O 0.489013 -2.661276 7.602622 -0.042 -0.103 0.000
C 1.772504 -3.201645 7.929621 0.050 0.062 0.047
O -1.233969 -1.849025 6.054598 -0.114 0.061 0.029
C -2.009500 -0.993509 6.910910 -0.050 0.006 0.012
H 1.819994 -2.664584 3.363810 -0.029 -0.015 -0.006
H 2.548442 -1.895828 4.786389 -0.037 0.027 0.016
H 2.570424 -3.673373 4.619592 -0.017 -0.010 0.011
H 2.573158 -2.511673 7.657541 -0.017 0.025 0.002
H 1.912186 -4.155591 7.420592 -0.006 0.008 -0.023
H 1.792406 -3.357892 9.004063 -0.022 -0.009 0.011
H -2.757610 -0.502840 6.293923 -0.003 -0.018 -0.024
H -1.385219 -0.236897 7.384116 0.026 0.011 -0.022
H -2.497001 -1.601409 7.670529 0.024 -0.018 0.006
C 2.294096 0.930932 -4.653722 -0.125 0.387 0.195
P 1.180478 0.972523 -3.196496 0.391 -0.667 0.461
C -0.398571 0.369471 -3.923838 -0.262 0.587 -0.057
C -1.284915 1.147595 -4.927804 -0.151 -0.528 0.217
C -2.755041 1.038375 -4.545990 0.095 0.105 -0.072
I -0.814765 3.218229 -5.163395 0.016 0.284 -0.190
H 3.280764 1.238807 -4.314977 0.141 -0.052 -0.090
H 2.342281 -0.096862 -5.001708 0.098 -0.102 -0.094
H 1.973879 1.596360 -5.451145 -0.021 -0.032 -0.164
H 1.015521 2.357713 -3.036550 -0.265 0.119 -0.216
H -0.097234 -0.561348 -4.407166 -0.028 -0.152 0.044
H -1.035633 0.090531 -3.084333 -0.006 -0.042 0.112
H -1.166417 0.720567 -5.918733 0.205 0.201 -0.126
H -3.391372 1.452703 -5.323212 -0.080 0.014 -0.070
H -2.959413 1.574825 -3.621727 -0.004 -0.054 0.130
H -3.005555 -0.012408 -4.401588 -0.063 -0.067 0.033
```
Forces are in eV/Å.

Values from the calculation:
LUMO level: 0.54 eV
F_max: 0.0175 Eh/bohr
SMILES: COP(=O)(OC)OC.COP(=O)(OC)OC.COP(=O)(OC)OC.COP(=O)(OC)OC.CPC[C@@H](C)I

=====

No. 2
Here is a structure of composition C16H47B2Cu2NO9V at a distorted geometry from the Open Molecules 2025 dataset. Energies are from ωB97M-V/def2-TZVPD.

XYZ file:
```
78
Properties=species:S:1:pos:R:3:forces:R:3
O -4.247692 -2.727084 -0.498123 3.619 -0.861 -0.127
V -2.738899 -3.292518 -0.563253 -3.620 -0.546 0.001
Cu 0.210840 2.343520 1.682483 -0.106 -0.623 0.149
Cu 4.604699 -2.308574 -1.997908 -0.782 0.096 -0.042
C 0.668698 -0.739488 -0.948956 -0.938 -1.123 0.654
O 0.939668 -1.956414 -0.963940 0.581 -2.891 -0.412
O -0.519963 -0.453346 -0.836275 -2.684 0.790 0.188
O 1.585876 0.042047 -0.944567 3.412 3.282 -0.100
B -2.477738 -5.223333 2.268873 0.067 0.170 -0.624
H -1.537613 -5.301204 1.745107 4.134 -0.625 -2.012
H -3.259706 -5.604354 1.630450 -3.160 -1.634 -2.738
H -2.538135 -5.759513 3.203276 0.067 -1.828 3.646
H -2.677066 -4.167804 2.370625 -0.898 4.819 0.817
B -2.688336 -5.235004 -3.328172 -0.288 0.330 0.632
H -3.687743 -5.248169 -2.921644 -4.059 -0.470 1.405
H -2.497810 -5.822749 -4.212763 0.491 -2.113 -3.446
H -2.465306 -4.191351 -3.487164 1.075 4.734 -1.052
H -1.984460 -5.570185 -2.582212 2.982 -1.578 3.463
C 3.723834 -1.547412 5.692547 -0.683 0.011 -0.793
O 2.417554 -1.669989 6.251493 1.148 0.329 0.919
C 1.421455 -2.053694 5.372475 -1.730 -0.556 -0.302
C 0.910558 -1.054530 4.380895 0.900 -1.152 -1.840
N 0.421091 0.159454 4.852262 -0.397 2.865 2.031
C -0.777528 0.176295 5.686219 -1.586 0.531 -1.066
C -2.089104 0.143661 4.836474 -0.249 0.500 1.471
O -2.094510 1.107375 3.780827 2.842 -0.066 1.117
C -3.302882 1.384863 3.220406 -1.666 -1.201 -1.510
H 3.960769 -2.406570 5.065002 -0.054 -0.266 -0.065
H 4.523796 -1.465651 6.428410 -0.551 0.099 0.369
H 3.727504 -0.673715 5.040841 0.348 0.222 -0.062
H 0.497385 -2.219859 5.926149 0.410 -0.684 0.810
H 1.636202 -2.956769 4.801115 0.324 -0.323 0.186
H 0.100477 -1.518263 3.818031 0.074 -0.424 -0.121
H 1.699348 -0.856238 3.655248 0.079 0.208 -0.316
H 1.057433 0.551216 5.531733 0.954 0.189 -0.432
H -0.817509 1.100721 6.262355 0.338 0.475 -0.461
H -0.805493 -0.522812 6.522017 -0.166 -0.849 -0.380
H -2.881251 0.472480 5.509140 -0.173 -0.144 0.375
H -2.379541 -0.871285 4.565095 0.227 -0.030 -0.828
H -3.833536 0.437502 3.125415 -0.442 -0.084 -0.317
H -3.099530 1.722225 2.204061 -0.224 0.221 -0.080
H -4.015616 2.063997 3.688265 0.479 0.403 0.658
C 3.722278 6.072097 3.974635 0.836 0.103 -0.196
C 3.797357 5.613024 2.521951 0.096 0.303 -0.990
C 4.690973 4.370340 2.207991 -1.093 0.054 0.187
O 2.490788 5.471291 1.873344 0.320 -1.136 0.532
H 3.503200 7.139835 3.967840 -0.308 -0.028 0.241
H 4.748795 5.995881 4.333196 0.060 0.095 0.243
H 3.101965 5.558032 4.708822 -0.236 -0.261 -0.453
H 4.184979 6.464964 1.963321 0.688 0.036 0.209
H 4.045569 3.501908 2.339879 0.058 -0.262 -0.066
H 5.561754 4.205423 2.842534 -0.216 0.506 0.375
H 5.092419 4.344964 1.194925 -0.403 0.265 -0.124
H 1.946722 6.212874 2.148365 0.042 0.154 0.051
C 2.331059 -0.887787 -6.583412 -0.742 -1.409 1.546
C 1.711501 -2.310653 -6.297837 0.216 -1.228 -1.128
C 1.149503 -2.957287 -7.574680 0.311 -0.366 0.199
O 2.716282 -3.232745 -5.760275 0.390 1.118 -0.037
H 2.967186 -0.738114 -7.455787 -0.416 -0.543 -0.251
H 2.965528 -0.665720 -5.725365 -0.090 0.282 0.170
H 1.468926 -0.221009 -6.568561 0.279 0.310 -0.222
H 0.888945 -2.342920 -5.583371 0.111 0.920 0.293
H 0.197482 -2.536266 -7.897936 0.471 0.703 -0.461
H 0.847895 -4.000430 -7.479899 0.164 -0.241 0.786
H 1.985702 -3.013069 -8.271645 -0.427 0.490 -0.644
H 2.369039 -4.125611 -5.821925 -0.215 -0.017 -0.041
C -4.562220 2.218252 -4.366502 -0.073 -1.650 -0.899
C -3.192467 2.669390 -4.765164 -0.941 -0.494 -1.614
C -3.218738 3.454884 -6.043194 -0.584 1.302 -0.449
O -2.806224 3.456320 -3.699263 1.850 1.140 1.054
H -5.207882 3.072239 -4.161730 0.105 -0.214 0.310
H -4.365463 1.522655 -3.550704 -0.754 0.294 0.522
H -4.996386 1.596309 -5.149301 -0.300 0.038 -0.108
H -2.517790 1.833265 -4.949044 0.099 -0.330 0.401
H -3.728349 2.990572 -6.887469 0.323 -0.718 0.147
H -2.251107 3.830021 -6.376451 0.060 -0.096 0.132
H -3.878592 4.308140 -5.886277 0.180 0.472 0.205
H -2.450850 2.841452 -3.053319 0.047 0.211 0.311
```
Forces are in eV/Å.

Values from the calculation:
LUMO level (alpha / beta): -4.90 / -4.88 eV
spin multiplicity: 2
relative energy (zero: lowest compared OMol25 entry of this formula, charge and spin): 18.973 eV
F_max: 0.0967 Eh/bohr
expectation value of S²: 0.77

=====

No. 3
Here is a structure of composition C16H47Hg2O8 at a distorted geometry from the Open Molecules 2025 dataset. Energies are from ωB97M-V/def2-TZVPD.

XYZ file:
```
73
Properties=species:S:1:pos:R:3:forces:R:3
Hg 2.286413 2.756470 -0.633249 -2.620 -0.930 0.187
Hg 3.211833 0.143340 -3.477209 -2.133 -0.111 0.253
C 0.263203 -0.669290 -0.299539 1.365 -0.550 0.563
C 0.371933 0.263520 -1.442769 -1.325 -0.125 -0.963
O 1.689423 0.718220 -1.775289 2.813 1.901 0.137
H 1.124893 -1.332000 -0.379649 -0.411 -0.896 -0.183
H -0.712847 -1.154240 -0.283829 0.178 -0.249 -0.138
H 0.431613 -0.268680 0.700081 -0.362 0.674 -0.120
H -0.338707 1.075710 -1.289669 0.405 0.823 -0.107
H 0.029423 -0.161450 -2.386269 -0.282 -0.496 0.085
C -2.541177 3.511550 2.174781 -0.194 2.843 0.833
C -2.918307 2.282800 1.513731 -0.185 -0.103 -0.532
O -1.809117 1.418980 1.495041 0.525 -1.378 0.304
H -3.311717 4.189460 1.807621 0.250 0.829 0.274
H -1.544457 3.919920 2.007811 0.038 -0.032 -0.655
H -2.623387 3.539130 3.261331 -0.202 -0.510 0.053
H -3.164687 2.422680 0.461201 -0.487 0.201 0.047
H -3.796407 1.993120 2.090911 -0.002 -1.144 -0.474
H -2.042477 0.641640 2.007761 0.391 -0.696 -0.042
C -1.165937 5.684830 -0.483249 1.122 -1.354 0.853
C -0.852737 4.292750 -1.054769 -2.664 0.596 -0.143
O 0.562433 4.149440 -1.319089 0.438 -0.445 0.075
H -2.238357 5.851420 -0.381989 0.128 0.177 -0.441
H -0.590587 6.473700 -0.967779 -0.511 0.166 -0.288
H -0.775247 5.602670 0.531001 -0.057 0.515 0.248
H -1.420507 4.100860 -1.965229 0.543 0.260 -0.662
H -1.331137 3.539010 -0.429389 1.144 -0.283 0.593
H 0.728933 4.940520 -1.836839 0.648 0.268 -0.250
C -1.521417 -4.279850 -1.104689 1.546 0.470 -0.117
C -0.234697 -3.955210 -1.961649 -0.941 -1.453 1.152
O 0.154643 -5.136630 -2.648279 -0.416 0.543 -0.427
H -1.802227 -3.373140 -0.568849 -0.302 0.166 -0.177
H -1.299807 -5.000910 -0.317879 0.095 -0.221 -0.256
H -2.348647 -4.646360 -1.712509 0.183 0.127 -0.074
H 0.648623 -3.715410 -1.369739 -0.278 0.603 0.659
H -0.486037 -3.100430 -2.589559 0.072 0.126 -0.632
H 1.067853 -5.010350 -2.916049 0.075 -0.342 -0.164
C -0.193267 0.200210 -5.291029 -1.002 1.169 0.164
C 0.945093 -0.742270 -5.408359 -3.060 -1.031 0.937
O 2.145273 -0.053690 -5.533749 2.475 -0.088 0.896
H -1.099757 -0.353190 -5.045809 -0.191 -0.039 -0.621
H -0.293287 0.840560 -6.167419 -0.408 -0.386 -0.323
H -0.152427 0.931330 -4.483639 0.633 -0.048 0.448
H 0.677733 -1.465260 -6.178999 0.942 0.117 -0.552
H 0.900813 -1.336400 -4.495589 0.880 -0.154 0.217
H 2.206703 0.444720 -6.351919 0.234 0.334 -0.389
C 0.568833 1.939390 3.582261 1.091 -0.072 -0.217
C 1.449323 1.897220 2.265501 -0.122 -1.457 2.845
O 0.702063 2.417600 1.203821 2.061 1.533 -1.357
H 0.190663 2.947400 3.752591 -0.147 0.012 -0.341
H 1.143613 1.740660 4.486831 0.482 -0.102 -0.217
H -0.241847 1.213050 3.639951 0.004 0.114 -0.567
H 1.770793 0.894530 1.983811 -0.375 -0.578 0.344
H 2.418043 2.362020 2.448921 -0.168 1.047 -0.242
H -0.194697 2.134830 1.397361 -1.926 -0.567 -0.528
C 3.456043 -2.364370 2.875831 1.581 -1.654 2.211
C 3.003293 -2.422730 1.471081 -1.025 0.965 0.527
O 3.773903 -1.429910 0.802351 0.012 0.083 -1.854
H 3.531973 -1.374730 3.326321 -0.568 0.282 -0.344
H 4.468023 -2.742050 3.021941 0.380 0.066 -0.602
H 2.974203 -3.020670 3.600541 -0.836 0.118 -0.234
H 1.944503 -2.167010 1.511981 -0.368 0.352 -0.433
H 3.000093 -3.363880 0.921231 0.835 0.010 0.230
H 3.552223 -0.556250 1.132771 -0.039 -0.172 0.439
C -2.189527 -3.891570 2.500701 0.938 -0.076 0.212
C -1.027587 -2.875820 2.425941 -1.236 -1.531 -0.486
O -1.518247 -1.576740 2.553351 0.237 1.780 0.371
H -1.659327 -4.842760 2.547911 -0.552 -0.444 -0.256
H -2.834637 -3.803590 1.626521 0.257 -0.170 -0.146
H -2.866587 -3.837740 3.353221 0.419 0.308 0.292
H -0.626477 -3.006450 1.420881 0.393 0.177 -0.051
H -0.236787 -3.040430 3.157821 -0.004 -0.313 0.018
H -1.389327 -1.403780 3.488801 -0.416 0.443 0.139
```
Forces are in eV/Å.

Values from the calculation:
LUMO level: -14.29 eV
relative energy (zero: lowest compared OMol25 entry of this formula, charge and spin): 1.096 eV
F_max: 0.0661 Eh/bohr
net charge: +3